Record 1
{
  "formula": "C34H54Cl3FN2O42S12",
  "method": "wB97M-V/def2-TZVPD",
  "multiplicity": 1,
  "e_lumo_ev": -1.00,
  "max_force_ev_per_a": 2.15,
  "gap_ev": 7.9,
  "energy_ev": -295406.8303,
  "de_lowest_kj_mol": 0.0,
  "elements": ["C", "C", "C", "C", "C", "Cl", "C", "C", "C", "C", "Cl", "C", "C", "Cl", "C", "N", "S", "N", "C", "C", "S", "O", "O", "F", "H", "H", "H", "H", "H", "H", "H", "H", "H", "H", "H", "H", "H", "H", "C", "C", "O", "S", "O", "O", "O", "H", "H", "H", "H", "C", "C", "O", "S", "O", "O", "O", "H", "H", "H", "H", "C", "C", "O", "S", "O", "O", "O", "H", "H", "H", "H", "C", "C", "O", "S", "O", "O", "O", "H", "H", "H", "H", "C", "C", "O", "S", "O", "O", "O", "H", "H", "H", "H", "C", "C", "O", "S", "O", "O", "O", "H", "H", "H", "H", "C", "C", "O", "S", "O", "O", "O", "H", "H", "H", "H", "C", "C", "O", "S", "O", "O", "O", "H", "H", "H", "H", "C", "C", "O", "S", "O", "O", "O", "H", "H", "H", "H", "C", "C", "O", "S", "O", "O", "O", "H", "H", "H", "H"],
  "positions_angstrom": [[-0.8808, 2.8691, -0.0564], [-1.1191, 1.5880, 0.7908], [-1.8865, 0.5392, 0.0171], [-1.2460, -0.7091, -0.3983], [0.2204, -1.0245, -0.1391], [1.2947, 0.3460, -0.6336], [0.5832, -1.6048, 1.2313], [0.0687, -0.8738, 2.4707], [-1.9757, -1.6390, -1.0854], [-1.4565, -2.9651, -1.5337], [-2.0037, -4.3685, -0.6805], [-0.6098, -3.0869, -2.5614], [-0.0353, -4.3681, -3.0793], [-0.0854, -1.6391, -3.3785], [-3.3344, -1.3959, -1.4217], [-4.1135, -2.2562, -2.0908], [-5.5082, -1.4816, -2.2264], [-5.2254, -0.1112, -1.4679], [-3.9548, -0.1783, -1.0419], [-3.2065, 0.7851, -0.2985], [-4.1093, 2.2446, 0.1255], [-5.4562, 1.8649, 0.3907], [-3.4944, 3.0408, 1.1316], [-4.1419, 3.0203, -1.2332], [-1.3381, 3.7581, 0.3629], [0.1970, 3.0080, -0.1509], [-1.2238, 2.7025, -1.0819], [-0.1582, 1.2393, 1.1334], [-1.7062, 1.7889, 1.6884], [0.4741, -1.7938, -0.8623], [0.1489, -2.6120, 1.2428], [1.6640, -1.7555, 1.2772], [0.7306, -0.0239, 2.6690], [-0.9531, -0.5157, 2.3742], [0.1659, -1.5101, 3.3467], [-0.2454, -5.2262, -2.4510], [-0.3666, -4.5193, -4.1100], [1.0485, -4.2226, -3.1491], [4.6976, -1.6937, 3.2238], [5.3211, -1.9688, 4.5714], [4.2338, -1.8086, 5.5053], [2.8695, -2.2635, 4.8184], [2.5702, -3.5982, 5.1986], [1.9276, -1.2142, 4.9815], [3.3862, -2.2819, 3.3072], [4.5816, -0.6219, 3.0468], [5.2577, -2.1389, 2.4093], [6.1262, -1.2857, 4.8012], [5.6825, -2.9952, 4.6398], [-9.4021, -1.3726, -0.4461], [-8.3230, -1.2696, 0.6074], [-8.7137, -2.2227, 1.6097], [-9.4463, -3.4602, 0.9179], [-8.5099, -4.5134, 0.7365], [-10.6829, -3.6765, 1.5752], [-9.7091, -2.7746, -0.5040], [-10.3043, -0.8331, -0.1523], [-9.0710, -1.0204, -1.4193], [-8.2473, -0.2765, 1.0402], [-7.3507, -1.5692, 0.2130], [-1.2461, 5.5577, 4.0723], [-1.1514, 4.1071, 3.6606], [-0.0385, 4.0740, 2.7478], [1.0466, 5.1591, 3.1791], [2.0714, 4.5363, 3.9392], [1.3529, 5.9622, 2.0491], [0.1217, 5.9923, 4.1821], [-1.7348, 6.1598, 3.3044], [-1.7590, 5.6938, 5.0181], [-2.0528, 3.7463, 3.1709], [-0.9147, 3.4624, 4.5095], [1.7391, 2.0397, -6.7492], [2.8993, 2.5971, -5.9605], [2.4146, 2.6629, -4.6197], [1.3587, 1.4812, -4.3422], [2.0333, 0.3877, -3.7384], [0.2304, 2.0638, -3.7290], [1.1479, 1.0741, -5.8809], [0.9907, 2.8066, -6.9666], [2.0548, 1.5678, -7.6761], [3.2152, 3.5809, -6.2964], [3.7519, 1.9139, -5.9817], [-4.2214, 0.5003, -6.6877], [-4.2077, 1.9720, -6.3352], [-3.5210, 2.0273, -5.0812], [-2.4003, 0.8859, -5.0145], [-1.1372, 1.4089, -5.3706], [-2.5998, 0.1541, -3.8186], [-2.9428, 0.0151, -6.2622], [-4.9949, -0.0344, -6.1320], [-4.3527, 0.3251, -7.7524], [-5.2050, 2.3906, -6.2347], [-3.6400, 2.5545, -7.0644], [1.2832, 9.6898, 6.5312], [1.6865, 8.2323, 6.6183], [0.7085, 7.6520, 7.4944], [-0.6948, 8.3851, 7.2985], [-1.4912, 7.6231, 6.4039], [-1.1785, 8.7824, 8.5694], [-0.1513, 9.6622, 6.5056], [1.6007, 10.2487, 7.4136], [1.6624, 10.1765, 5.6371], [2.6836, 8.0929, 7.0253], [1.6155, 7.7357, 5.6488], [-0.9412, -4.0249, -8.9456], [-1.0118, -3.1184, -7.7322], [-0.4102, -3.8895, -6.6826], [0.7448, -4.8111, -7.2951], [1.9976, -4.1716, -7.1157], [0.5068, -6.1402, -6.8626], [0.3261, -4.6867, -8.8339], [-1.7261, -4.7833, -8.9193], [-0.9950, -3.4792, -9.8837], [-2.0310, -2.8538, -7.4651], [-0.4243, -2.2079, -7.8678], [10.5062, 0.2592, 3.6065], [11.0770, -1.1374, 3.7367], [10.1923, -1.7942, 4.6573], [8.7098, -1.2343, 4.4696], [7.9904, -2.1194, 3.6256], [8.2123, -0.8327, 5.7358], [9.0856, 0.0643, 3.6190], [10.7753, 0.8845, 4.4598], [10.8070, 0.7516, 2.6861], [12.0920, -1.1448, 4.1229], [11.0435, -1.6743, 2.7868], [-4.8200, -4.4850, 2.3069], [-4.9163, -4.2478, 3.7983], [-3.6159, -3.7663, 4.1636], [-2.9972, -2.9174, 2.9605], [-3.2316, -1.5373, 3.1959], [-1.7042, -3.4254, 2.6815], [-4.0132, -3.4002, 1.8220], [-4.3076, -5.4217, 2.0788], [-5.7919, -4.4749, 1.8190], [-5.1527, -5.1495, 4.3553], [-5.6479, -3.4718, 4.0329], [4.8175, -2.8684, -1.8246], [4.7013, -1.4348, -1.3574], [5.4646, -1.3979, -0.1386], [6.6891, -2.4215, -0.2430], [7.8631, -1.7164, -0.6169], [6.6651, -3.2593, 0.9020], [6.1695, -3.2398, -1.5106], [4.1423, -3.5259, -1.2732], [4.6381, -2.9772, -2.8906], [3.6726, -1.1328, -1.1816], [5.1601, -0.7463, -2.0695]]
}

Record 2
{
  "formula": "C34H55AlGeN4O4Si",
  "method": "wB97M-V/def2-TZVPD",
  "multiplicity": 2,
  "e_lumo_ev": [-2.74, -2.74],
  "max_force_ev_per_a": 0.92,
  "s_squared": 0.753,
  "gap_ev": [7.5, 7.5],
  "charge": 1,
  "energy_ev": -121293.3038,
  "de_lowest_kj_mol": 91.9,
  "elements": ["Al", "C", "C", "C", "C", "O", "Ge", "O", "C", "C", "C", "C", "O", "C", "C", "C", "C", "H", "H", "H", "H", "H", "H", "H", "H", "H", "H", "H", "H", "H", "H", "H", "H", "H", "H", "H", "H", "H", "H", "H", "H", "H", "H", "H", "N", "C", "C", "C", "C", "C", "C", "C", "C", "C", "C", "C", "C", "C", "H", "H", "H", "H", "H", "H", "H", "H", "H", "H", "C", "Si", "C", "C", "C", "H", "H", "H", "H", "H", "H", "H", "H", "H", "H", "H", "C", "N", "C", "C", "C", "N", "C", "O", "N", "H", "H", "H", "H", "H", "H", "H"],
  "positions_angstrom": [[1.3276, -0.7247, 0.3136], [1.2936, -3.5254, -1.4120], [1.0544, -3.7140, 0.0816], [2.2849, -4.3245, 0.7442], [-0.1667, -4.5905, 0.3183], [0.8224, -2.4130, 0.6788], [0.0967, -2.2529, 2.5605], [1.0722, -0.3571, 2.0408], [1.5311, 0.5425, 3.0866], [3.0542, 0.6596, 3.0244], [1.1637, -0.0141, 4.4573], [0.8727, 1.9041, 2.9121], [-1.5015, -1.6138, 2.1146], [-2.7680, -1.6409, 2.8273], [-2.9735, -3.0203, 3.4467], [-2.7675, -0.5746, 3.9158], [-3.8619, -1.3474, 1.8198], [1.5617, -4.4782, -1.8675], [2.1098, -2.8172, -1.5777], [0.3990, -3.1371, -1.9015], [2.5352, -5.2793, 0.2803], [2.1033, -4.4945, 1.8082], [3.1371, -3.6476, 0.6412], [0.0090, -5.5835, -0.0962], [-1.0535, -4.1660, -0.1579], [-0.3657, -4.7062, 1.3879], [3.4973, -0.3306, 2.8858], [3.4359, 1.0760, 3.9577], [3.3769, 1.3151, 2.2128], [1.6594, -0.9689, 4.6445], [0.0881, -0.1489, 4.5377], [1.4727, 0.6877, 5.2318], [1.1826, 2.3637, 1.9749], [1.1566, 2.5678, 3.7325], [-0.2139, 1.8000, 2.9069], [-2.1883, -3.2350, 4.1776], [-2.9472, -3.7918, 2.6722], [-3.9369, -3.0723, 3.9577], [-2.0879, -0.8480, 4.7227], [-3.7670, -0.4627, 4.3431], [-2.4602, 0.3868, 3.5000], [-3.8602, -2.0992, 1.0370], [-3.7028, -0.3722, 1.3550], [-4.8380, -1.3556, 2.3119], [0.6803, -0.3209, -1.3117], [0.0218, -0.1999, -2.3755], [0.7019, 0.3957, -3.5874], [0.6909, -0.2368, -4.8299], [1.2924, 0.3562, -5.9316], [1.9019, 1.5997, -5.8113], [1.9367, 2.2271, -4.5732], [1.3496, 1.6195, -3.4706], [-1.4017, -0.6649, -2.5839], [-2.2081, -0.1731, -3.6136], [-3.4596, -0.7207, -3.8591], [-3.9169, -1.7828, -3.0928], [-3.1431, -2.2479, -2.0372], [-1.9117, -1.6716, -1.7667], [0.2191, -1.2084, -4.9361], [1.2751, -0.1499, -6.8899], [2.3405, 2.0779, -6.6792], [2.4187, 3.1931, -4.4677], [1.3752, 2.1061, -2.5019], [-1.8647, 0.6500, -4.2268], [-4.0711, -0.3280, -4.6629], [-4.8705, -2.2468, -3.3180], [-3.5031, -3.0683, -1.4269], [-1.3142, -2.0028, -0.9268], [-3.7808, 3.2977, 1.6293], [-2.8844, 3.1328, -0.0005], [-2.0790, 4.7667, -0.4452], [-4.0981, 2.6493, -1.3332], [-1.5142, 1.8906, 0.0979], [-4.4792, 4.1403, 1.5917], [-3.0883, 3.4754, 2.4594], [-4.3598, 2.3971, 1.8573], [-2.8248, 5.5551, -0.5897], [-1.5079, 4.6760, -1.3777], [-1.3975, 5.0940, 0.3480], [-4.9122, 3.3794, -1.3921], [-4.5324, 1.6653, -1.1261], [-3.6098, 2.5983, -2.3121], [-0.8091, 1.8003, -0.7310], [-1.3979, 1.0986, 0.8391], [5.8888, -0.3949, -0.0551], [4.8516, 0.6446, -0.1504], [5.1428, 1.9669, -0.3085], [4.1770, 2.9089, -0.3367], [2.8297, 2.4778, -0.1480], [2.5651, 1.1872, 0.0149], [3.5434, 0.2840, -0.0199], [3.2150, -0.9423, 0.1145], [1.8120, 3.3353, -0.1071], [6.8589, 0.0659, -0.2056], [5.7190, -1.1586, -0.8066], [5.8555, -0.8601, 0.9264], [6.1912, 2.2148, -0.4056], [4.4242, 3.9516, -0.4807], [1.9571, 4.3133, -0.2788], [0.8675, 2.9903, 0.0040]]
}